Density functional theory data (ωB97M-V/def2-TZVPD) for a 3-piece molecular cluster, C30H26N2O10S2 overall.

Max |F|: 0.0143 Eh/bohr
HOMO: -0.290 Eh
Lowest unoccupied orbital energy: -1.7 eV
Orbital gap: 6.25 eV

```
! wB97M-V def2-TZVPD RIJCOSX def2/J DEFGRID3
* xyz 0 1
C -2.998 -5.540 0.666
C -1.982 -6.169 1.228
C -0.676 -5.501 1.573
C -0.316 -4.340 0.673
C -0.014 -4.580 -0.677
C -0.053 -5.993 -1.205
O 1.192 -6.435 -1.814
N 2.273 -6.092 -1.017
O 3.284 -6.370 -1.534
C 0.324 -3.513 -1.511
S 0.682 -3.727 -3.244
C 0.422 -2.208 -1.015
C 0.136 -1.994 0.327
C -0.255 -3.035 1.179
C -0.593 -2.700 2.609
C 0.645 -2.389 3.484
S 0.274 -0.346 0.972
C -0.048 0.611 -0.482
C -0.584 1.887 -0.326
C -0.806 2.688 -1.439
C -0.511 2.167 -2.695
C 0.017 0.888 -2.839
C 0.265 0.094 -1.728
N 0.833 -1.192 -1.915
H -3.917 -6.074 0.483
H -2.948 -4.505 0.367
H -2.054 -7.221 1.462
H 0.148 -6.213 1.510
H -0.704 -5.193 2.608
H -0.791 -6.110 -1.991
H -0.264 -6.706 -0.425
H -0.242 -4.659 -3.515
H -1.238 -1.824 2.602
H -1.169 -3.480 3.087
H 0.796 -1.316 3.530
H 1.544 -2.797 3.035
H 0.528 -2.745 4.500
H -0.805 2.255 0.663
H -1.196 3.681 -1.314
H -0.698 2.785 -3.559
H 0.233 0.550 -3.842
H 1.838 -1.162 -2.027
C -3.668 5.724 3.560
C -2.578 5.569 2.797
C -2.658 5.031 1.395
O -1.618 4.936 0.768
C -3.957 4.651 0.871
C -5.048 4.804 1.634
C -4.971 5.363 3.030
O -6.014 5.482 3.645
O -6.268 4.481 1.230
O -1.353 5.874 3.208
H -3.622 6.112 4.567
H -4.001 4.251 -0.132
H -6.866 4.696 1.972
H -0.757 5.671 2.462
C 3.229 2.566 -2.519
C 4.050 1.654 -1.993
C 5.366 2.021 -1.377
O 6.043 1.128 -0.904
C 5.755 3.424 -1.388
C 4.936 4.339 -1.925
C 3.604 3.968 -2.521
O 2.914 4.863 -2.971
O 5.226 5.635 -1.973
O 3.742 0.356 -1.997
H 2.284 2.283 -2.961
H 6.711 3.684 -0.956
H 4.465 6.066 -2.405
H 4.483 -0.110 -1.564
*
```

Density functional theory data (ωB97M-V/def2-TZVPD) for a 2-piece molecular cluster, C30H26N4O3 overall at a distorted geometry.

Max |F|: 0.0717 Eh/bohr
HOMO: -0.211 Eh
Lowest unoccupied orbital energy: -1.3 eV
Energy above the lowest of the compared OMol25 structures with the same formula, charge and spin: 1.8 kcal per mole
Orbital gap: 4.43 eV

```
! wB97M-V def2-TZVPD RIJCOSX def2/J DEFGRID3
* xyz 0 1
C 0.488 2.748 4.966
O 0.776 1.617 4.124
C 1.966 1.570 3.483
C 2.798 2.678 3.230
C 3.939 2.499 2.451
C 4.313 1.244 1.975
C 3.522 0.124 2.305
O 3.712 -1.146 1.864
C 4.725 -1.381 0.858
C 2.372 0.301 3.067
N 1.577 -0.849 3.380
C 0.249 -0.988 3.135
C -0.465 -0.144 2.176
C -1.910 -0.049 2.390
C -2.795 0.132 1.379
C -4.234 -0.025 1.566
C -5.160 0.271 0.536
C -6.516 -0.006 0.668
C -7.011 -0.506 1.881
C -6.124 -0.734 2.942
C -4.754 -0.511 2.790
O 0.154 0.449 1.274
N -0.134 -2.162 3.682
C -1.459 -2.759 3.654
C 0.960 -2.754 4.311
C 2.020 -1.945 4.118
H -0.374 2.444 5.559
H 1.334 2.984 5.626
H 0.242 3.632 4.361
H 2.535 3.656 3.636
H 4.554 3.365 2.207
H 5.193 1.115 1.341
H 4.643 -2.445 0.629
H 4.531 -0.787 -0.050
H 5.726 -1.150 1.251
H -2.209 -0.053 3.443
H -2.440 0.458 0.398
H -4.780 0.723 -0.382
H -7.190 0.186 -0.170
H -8.078 -0.706 1.995
H -6.496 -1.098 3.900
H -4.067 -0.734 3.611
H -1.343 -3.819 3.902
H -2.118 -2.297 4.405
H -1.919 -2.657 2.663
H 0.890 -3.711 4.805
H 3.045 -2.038 4.427
C -2.111 -0.558 -1.574
C -2.672 -1.727 -1.040
N -3.162 -2.676 -0.548
C -0.723 -0.518 -2.002
C -0.198 0.694 -2.518
C 1.118 0.761 -2.964
C 1.932 -0.380 -2.944
C 1.421 -1.584 -2.437
C 0.113 -1.660 -1.955
C -2.976 0.424 -2.096
N -3.660 1.262 -2.560
H -0.841 1.577 -2.571
H 1.499 1.709 -3.348
H 2.951 -0.329 -3.336
H 2.047 -2.478 -2.438
H -0.293 -2.602 -1.578
*
```

Let's list energy in order: -2816.9660; -1603.4067 hartree.